#1
Entry from OMol25: the molecule C3H5N3O (ωB97M-V/def2-TZVPD).

Its HOMO-LUMO gap (spin up / spin down) is 8.34 / 8.34 eV. Its SMILES is Cc1n[nH]c(=O)[nH]1. The HOMO energy (spin up / spin down) comes out at -7.8 / -7.8 eV. The charge is 0.

```
12
Properties=species:S:1:pos:R:3:lowdin_charge:R:1
N 1.141 0.789 0.033 0.1547
H -1.686 -0.357 0.840 0.0826
C 0.271 -0.222 0.008 -0.2621
C -1.178 -0.024 -0.071 -0.0537
H 3.011 -1.759 -0.253 0.1606
N 1.108 -1.582 0.063 0.0707
H 0.725 1.758 -0.139 0.2037
H -1.691 -0.602 -0.971 0.1326
C 2.479 0.262 0.016 -0.5142
O 3.498 0.958 -0.034 0.0025
N 2.321 -1.062 -0.032 -0.0239
H -1.501 0.969 -0.170 0.0465
```

***

#2
Entry from OMol25: a cluster of 2 separate species, C3H5N3O in total (ωB97M-V/def2-TZVPD).

Its HOMO-LUMO gap is 9.38 eV. The HOMO energy comes out at -9.0 eV. The charge is 0.

```
12
Properties=species:S:1:pos:R:3:lowdin_charge:R:1
C 0.709 1.429 -0.725 -0.2486
N -1.780 -0.842 0.974 0.0847
H 1.230 2.244 -1.248 0.1122
C 1.602 0.528 0.032 -0.0695
O 1.867 -0.536 -0.667 0.0208
N 0.334 -2.154 1.270 0.1158
H -1.014 2.132 -1.105 0.0588
H -2.585 -1.372 0.662 0.0972
H -1.594 0.009 0.426 0.0420
C -0.663 -1.571 1.121 -0.3859
H 2.371 -1.151 -0.104 0.1039
N -0.563 1.356 -0.622 0.0686
```

***

Most stable one: #1, least stable one: #2.

***

#1
Entry from OMol25: the molecule C3H5N3O (ωB97M-V/def2-TZVPD).

Its HOMO-LUMO gap is 8.13 eV. The HOMO energy comes out at -9.5 eV. The charge is 0.

```
12
Properties=species:S:1:pos:R:3:lowdin_charge:R:1
H -1.764 -0.283 1.265 0.1249
H -1.776 -1.023 -0.332 0.1250
N 0.430 1.285 -0.566 0.2819
N 0.551 -0.778 0.490 0.0464
C -0.180 0.311 -0.018 -0.4086
H -2.774 0.980 -1.045 0.0981
C 1.835 -0.615 0.270 -0.3624
H 2.408 -1.473 0.624 0.1232
H 3.366 0.412 -0.481 0.0930
N 2.342 0.430 -0.307 0.1097
O -2.740 0.812 -0.096 -0.0359
C -1.698 -0.059 0.196 -0.1955
```

***

#2
Entry from OMol25: the molecule C3H5N3O (ωB97M-V/def2-TZVPD).

Its HOMO-LUMO gap is 10.60 eV. Its SMILES is NCc1ncon1. The HOMO energy comes out at -9.9 eV. The charge is 0.

```
12
Properties=species:S:1:pos:R:3:lowdin_charge:R:1
O -1.725 -1.036 -1.634 -0.0191
C -0.388 -0.103 -0.112 -0.2262
H 2.035 0.770 0.953 0.0303
C 0.200 0.382 1.407 -0.2188
N -1.751 -0.197 -0.515 0.0834
N 0.362 -0.647 -1.091 0.1013
H -0.454 -1.383 -3.065 0.1477
N 1.316 1.163 1.427 0.0146
H -0.613 0.585 1.960 0.0578
H 0.372 -0.687 1.755 0.1354
C -0.519 -0.953 -2.044 -0.2342
H 1.164 2.104 0.959 0.1279
```

***

Most stable one: #2, least stable one: #1.

***

#1
Entry from OMol25: the molecule C3H5N3O (ωB97M-V/def2-TZVPD).

Its HOMO-LUMO gap is 9.59 eV. Its SMILES is CNc1ncon1. The HOMO energy comes out at -8.7 eV. The charge is 0.

```
12
Properties=species:S:1:pos:R:3:lowdin_charge:R:1
H -1.016 -1.862 0.367 0.2120
H 3.046 1.342 -0.154 0.1818
N 0.782 0.916 -0.055 0.1306
N -0.969 -0.867 -0.188 -0.0688
C 2.020 0.765 0.025 -0.1913
H -2.997 0.193 -0.408 0.1151
H -1.219 1.238 -0.446 0.1248
C 0.351 -0.461 -0.040 -0.3744
O 2.462 -0.558 -0.076 -0.0859
N 1.393 -1.344 -0.027 0.0639
C -1.845 0.257 -0.042 -0.1688
H -2.008 0.380 1.043 0.0611
```

***

#2
Entry from OMol25: the molecule C3H5N3O (ωB97M-V/def2-TZVPD).

Its HOMO-LUMO gap (spin up / spin down) is 8.02 / 8.02 eV. The HOMO energy (spin up / spin down) comes out at -9.4 / -9.4 eV. The charge is 0.

```
12
Properties=species:S:1:pos:R:3:lowdin_charge:R:1
C -1.725 -0.249 0.882 -0.3638
N -1.645 -1.540 0.907 0.1106
H 2.529 0.150 -1.945 0.0991
C 1.321 0.889 -0.612 -0.1915
H -2.481 -2.032 1.273 0.0897
H 0.685 1.391 -1.356 0.1245
N -0.774 0.542 0.435 0.0443
C 0.326 -0.189 -0.012 -0.4144
O 2.589 0.591 -1.089 -0.0334
N 0.322 -1.458 0.078 0.2886
H 1.450 1.593 0.216 0.1243
H -2.596 0.311 1.222 0.1221
```

***

Most stable one: #1, least stable one: #2.

***

#1
Entry from OMol25: a cluster of 2 separate species, C7H12 in total (ωB97M-V/def2-TZVPD).

Its HOMO-LUMO gap is 9.05 eV. Its SMILES is C=C/C=C\C.C=C. The HOMO energy comes out at -8.2 eV. The charge is 0.

```
19
Properties=species:S:1:pos:R:3:lowdin_charge:R:1
C 0.630 -1.278 -0.518 -0.1895
H 0.892 1.616 1.471 0.0571
H 2.424 0.900 0.730 0.0625
C 1.432 1.311 0.580 -0.1024
C 0.955 -1.346 0.770 -0.0264
C 0.937 1.516 -0.642 -0.1302
H -1.164 0.616 1.221 0.0611
H -1.869 -0.998 1.346 0.0836
H 1.642 -2.108 1.104 0.0567
H -0.119 -0.219 -2.277 0.1134
H -2.314 -0.321 -1.416 0.0996
H -2.859 0.365 0.786 0.0737
H 0.913 -2.078 -1.199 0.1069
C -1.503 -0.259 -0.703 -0.1403
H 0.058 2.120 -0.811 0.0739
H 0.527 -0.712 1.540 0.0439
C -0.261 -0.346 -1.204 -0.2307
H 1.543 1.304 -1.517 0.0770
C -1.863 -0.084 0.740 -0.0899
```

***

#2
Entry from OMol25: a structure of composition C7H12 (ωB97M-V/def2-TZVPD).

Its HOMO-LUMO gap is 9.76 eV. The HOMO energy comes out at -8.6 eV. The charge is 0.

```
19
Properties=species:S:1:pos:R:3:lowdin_charge:R:1
C -1.283 -0.559 -0.563 -0.2894
C 1.309 -0.629 0.855 -0.0961
C 1.207 0.832 0.693 -0.2540
H -2.560 -0.697 1.168 0.0748
C 0.034 -1.279 -0.562 -0.0866
H -0.109 0.019 -2.381 0.1265
H -2.511 0.905 0.459 0.0744
H 2.336 0.627 1.143 0.1659
H 1.704 1.159 -1.372 0.1052
H 1.011 -1.046 1.808 0.0878
C 0.821 1.162 -0.735 -0.1426
H 0.347 2.145 -0.831 0.1067
H -1.167 0.321 1.422 0.0489
C -0.074 0.002 -1.291 -0.2569
H 2.085 -1.152 0.339 0.0731
H -2.054 -0.949 -1.232 0.1252
H 0.636 1.358 1.462 0.0974
C -1.904 0.030 0.685 -0.0653
H 0.171 -2.250 -1.065 0.1049
```

***

Most stable one: #2, least stable one: #1.